DFT (ωB97M-V with the def2-TZVPD basis set) results for a cluster of 16 separate species, C96H208N13O20 in total in a non-equilibrium geometry.

As for the HOMO energy: -19.4 eV. As for the LUMO energy: -13.6 eV. For the orbital gap, the calculation gives 5.78 eV.

```
! RIJCOSX wB97M-V def2-TZVPD def2/J DEFGRID3
* xyz 9 1
C 7.299 4.182 1.800
N 8.697 4.284 1.323
C 9.576 3.297 1.628
C 10.892 3.402 1.277
C 11.369 4.558 0.653
C 10.442 5.522 0.259
C 9.099 5.384 0.650
C 12.776 4.773 0.379
C 13.427 5.918 0.747
C 14.726 6.154 0.342
N 15.382 5.143 -0.271
C 14.815 3.969 -0.467
C 13.457 3.751 -0.189
C 16.839 5.360 -0.639
H 7.241 3.273 2.366
H 6.608 4.057 0.986
H 7.148 5.090 2.386
H 9.273 2.405 2.135
H 11.518 2.551 1.403
H 10.733 6.449 -0.270
H 8.352 6.128 0.498
H 12.795 6.598 1.290
H 15.290 7.104 0.615
H 15.395 3.209 -0.989
H 12.954 2.751 -0.428
H 16.934 6.216 -1.342
H 17.239 4.442 -1.068
H 17.314 5.634 0.306
C -2.064 5.424 -4.692
C -0.948 5.310 -5.786
C -1.343 4.708 -7.149
N -0.239 4.898 -8.164
C -0.278 6.329 -8.576
C -0.345 3.818 -9.339
C 1.088 3.735 -9.994
C 2.050 4.146 -8.811
C 1.119 4.471 -7.591
H -2.768 6.232 -4.962
H -1.509 5.687 -3.737
H -2.549 4.453 -4.713
H -0.233 4.704 -5.270
H -0.328 6.250 -5.902
H -2.101 5.222 -7.685
H -1.532 3.633 -7.138
H 0.638 6.620 -9.028
H -0.253 7.022 -7.722
H -1.113 6.571 -9.260
H -1.135 4.156 -9.995
H -0.586 2.913 -8.802
H 1.227 4.385 -10.857
H 1.311 2.686 -10.310
H 2.695 4.952 -9.188
H 2.695 3.357 -8.454
H 1.491 5.275 -6.975
H 0.958 3.538 -7.050
C -0.698 0.688 12.382
C 0.532 0.802 11.419
C 1.546 1.816 11.973
N 2.610 2.193 10.973
C 3.688 1.118 10.798
C 3.308 3.473 11.489
C 3.948 4.107 10.228
C 3.106 3.585 9.004
C 2.120 2.568 9.597
H -0.401 0.183 13.331
H -1.470 0.101 11.885
H -1.116 1.620 12.623
H 0.207 1.189 10.437
H 0.944 -0.199 11.288
H 2.039 1.456 12.831
H 1.009 2.731 12.152
H 3.084 0.261 10.473
H 4.139 0.879 11.797
H 4.471 1.366 10.126
H 3.929 3.186 12.345
H 2.473 4.088 11.810
H 5.060 3.878 10.074
H 3.839 5.174 10.468
H 3.770 3.393 8.135
H 2.561 4.477 8.755
H 2.019 1.591 9.139
H 1.107 3.023 9.688
C 3.845 -10.727 5.945
C 3.983 -9.166 5.617
C 4.561 -9.085 4.192
N 4.769 -7.621 3.781
C 5.617 -7.590 2.522
C 5.605 -6.881 4.851
C 5.365 -5.411 4.537
C 4.152 -5.344 3.579
C 3.554 -6.779 3.648
H 4.831 -11.084 6.061
H 3.286 -11.300 5.184
H 3.378 -10.791 6.930
H 4.604 -8.737 6.433
H 3.050 -8.698 5.743
H 3.814 -9.571 3.531
H 5.530 -9.552 4.084
H 6.472 -8.220 2.760
H 5.865 -6.580 2.253
H 4.980 -7.928 1.728
H 6.643 -7.224 4.890
H 5.171 -7.105 5.809
H 6.306 -4.998 4.094
H 5.142 -4.881 5.488
H 4.395 -5.066 2.526
H 3.417 -4.585 3.858
H 2.996 -7.134 2.793
H 2.912 -7.036 4.493
C -6.842 1.914 -1.803
C -6.046 2.376 -2.996
C -5.240 1.385 -3.777
N -5.773 1.064 -5.124
C -7.077 0.404 -4.966
C -4.832 0.178 -5.888
C -4.963 0.415 -7.397
C -5.873 1.739 -7.400
C -5.927 2.326 -5.972
H -6.139 1.388 -1.124
H -7.572 1.120 -2.062
H -7.398 2.739 -1.340
H -5.213 2.988 -2.641
H -6.668 2.993 -3.666
H -5.228 0.428 -3.273
H -4.223 1.762 -3.905
H -6.807 -0.455 -4.297
H -7.432 0.013 -5.916
H -7.749 1.102 -4.432
H -4.948 -0.826 -5.531
H -3.839 0.479 -5.543
H -5.490 -0.414 -7.957
H -4.044 0.510 -7.925
H -6.848 1.444 -7.676
H -5.553 2.466 -8.116
H -6.822 2.850 -5.637
H -5.048 2.931 -5.783
C -5.665 2.829 5.871
C -4.864 1.606 5.388
C -5.660 0.381 5.228
N -4.855 -0.763 4.742
C -4.264 -0.445 3.424
C -5.850 -1.938 4.593
C -4.914 -3.190 4.661
C -3.610 -2.813 5.366
C -3.916 -1.282 5.823
H -4.980 3.648 6.125
H -6.257 2.536 6.748
H -6.385 3.227 5.152
H -4.116 1.348 6.166
H -4.375 1.829 4.451
H -6.433 0.594 4.433
H -6.024 0.171 6.196
H -3.322 0.085 3.526
H -5.041 -0.112 2.765
H -4.020 -1.407 2.943
H -6.486 -1.883 3.774
H -6.391 -1.793 5.543
H -4.619 -3.573 3.699
H -5.448 -4.033 5.095
H -2.784 -2.701 4.672
H -3.313 -3.335 6.230
H -3.000 -0.668 5.891
H -4.464 -1.351 6.774
C 1.460 -8.188 -1.040
C 1.990 -9.604 -1.168
C 2.035 -9.977 -2.656
N 2.697 -11.297 -3.003
C 4.164 -11.324 -2.603
C 2.538 -11.599 -4.498
C 2.439 -13.155 -4.575
C 2.380 -13.621 -3.104
C 2.001 -12.373 -2.279
H 2.197 -7.551 -1.465
H 1.342 -7.943 0.033
H 0.512 -8.066 -1.506
H 1.457 -10.335 -0.626
H 2.927 -9.742 -0.655
H 2.547 -9.236 -3.261
H 0.977 -10.143 -2.974
H 4.508 -12.288 -2.857
H 4.200 -11.182 -1.552
H 4.687 -10.606 -3.195
H 3.340 -11.117 -5.024
H 1.635 -11.119 -4.879
H 3.238 -13.574 -5.158
H 1.481 -13.359 -5.115
H 3.316 -14.126 -2.819
H 1.595 -14.339 -2.987
H 2.273 -12.340 -1.206
H 0.902 -12.233 -2.350
C -7.219 -5.643 -0.372
C -8.619 -5.993 -0.878
C -8.776 -5.472 -2.311
N -9.591 -6.297 -3.202
C -9.076 -7.671 -3.312
C -9.668 -5.760 -4.631
C -11.043 -6.055 -5.161
C -11.828 -6.652 -3.959
C -11.080 -6.239 -2.748
H -6.469 -6.003 -1.060
H -6.942 -5.970 0.647
H -7.104 -4.542 -0.310
H -9.323 -5.454 -0.225
H -8.765 -7.048 -0.738
H -7.760 -5.389 -2.752
H -9.172 -4.459 -2.292
H -9.767 -8.245 -3.897
H -8.944 -8.202 -2.370
H -8.139 -7.682 -3.819
H -8.862 -6.184 -5.239
H -9.355 -4.730 -4.581
H -11.123 -6.760 -6.032
H -11.499 -5.182 -5.550
H -11.861 -7.707 -4.006
H -12.847 -6.240 -3.977
H -11.200 -6.828 -1.873
H -11.322 -5.224 -2.533
C -5.703 3.678 1.953
O -4.299 3.580 2.359
C -3.408 3.720 1.297
C -1.993 3.455 1.846
N -1.648 4.558 2.823
H -1.431 5.395 2.285
H -2.472 4.818 3.438
C -0.509 4.193 3.757
C -0.324 5.345 4.769
O -1.562 5.566 5.489
C -1.399 6.659 6.324
H -5.855 4.500 1.223
H -6.155 4.070 2.802
H -6.031 2.763 1.494
H -3.548 4.734 0.888
H -3.612 3.001 0.536
H -1.235 3.334 1.069
H -2.062 2.576 2.525
H 0.362 4.083 3.136
H -1.005 3.321 4.252
H -0.146 6.250 4.154
H 0.537 5.219 5.494
H -0.851 6.427 7.228
H -2.418 6.994 6.593
H -0.893 7.515 5.827
C -0.110 0.380 1.234
O -1.358 0.325 0.644
C -1.376 0.242 -0.795
C -2.807 -0.040 -0.907
N -3.512 -1.146 -0.183
H -3.301 -1.028 0.830
H -5.229 -0.951 -0.569
C -3.108 -2.519 -0.557
C -1.827 -3.011 0.090
O -2.009 -2.799 1.422
C -0.866 -3.306 2.250
H 0.635 0.312 0.426
H 0.116 -0.481 1.863
H 0.056 1.358 1.738
H -0.728 -0.512 -1.254
H -1.135 1.200 -1.325
H -2.997 -0.306 -2.018
H -3.432 0.826 -0.697
H -3.127 -2.561 -1.652
H -3.857 -3.274 -0.361
H -0.874 -2.540 -0.254
H -1.654 -4.089 -0.176
H -0.380 -4.127 1.706
H -1.279 -3.644 3.194
H -0.158 -2.482 2.384
C 0.548 -2.299 -7.152
O 0.289 -2.467 -5.754
C 0.444 -3.736 -5.232
C 1.817 -4.281 -5.291
N 2.827 -3.535 -4.418
H 2.728 -4.289 -2.954
H 3.697 -4.034 -4.386
C 3.156 -2.103 -4.718
C 4.042 -1.471 -3.660
O 3.394 -0.965 -2.500
C 2.078 -0.350 -2.681
H 1.322 -2.915 -7.546
H 0.767 -1.246 -7.237
H -0.359 -2.456 -7.701
H -0.183 -4.554 -5.629
H 0.169 -3.572 -4.178
H 2.160 -4.442 -6.283
H 1.786 -5.191 -4.781
H 2.251 -1.558 -4.795
H 3.514 -1.987 -5.759
H 4.465 -0.526 -4.043
H 4.762 -2.250 -3.343
H 1.338 -1.070 -2.912
H 2.055 0.477 -3.415
H 1.783 0.173 -1.678
C 2.956 14.082 -3.287
O 2.228 13.658 -2.105
C 1.668 14.778 -1.388
C 0.844 14.231 -0.261
N 1.723 13.290 0.505
H 2.246 12.822 -0.172
H 2.296 13.899 1.094
C 1.130 12.242 1.395
C 0.726 11.033 0.623
O 1.833 10.589 -0.237
C 1.377 10.011 -1.468
H 2.221 14.273 -4.084
H 3.625 13.304 -3.620
H 3.470 15.042 -3.055
H 1.116 15.437 -2.021
H 2.432 15.422 -0.975
H 0.047 13.663 -0.675
H 0.443 14.958 0.423
H 0.277 12.690 1.871
H 1.870 11.971 2.139
H -0.197 11.195 0.049
H 0.555 10.205 1.350
H 1.040 10.786 -2.146
H 0.563 9.354 -1.260
H 2.229 9.620 -1.943
O -7.804 -1.821 -1.305
C -6.911 -1.453 -0.382
O -5.921 -1.240 -1.164
O -7.035 -1.523 0.742
H -8.496 -2.275 -0.812
O 3.075 4.676 0.735
C 2.518 3.474 1.229
O 1.187 3.609 1.019
O 3.192 2.611 1.729
H 2.274 5.231 0.633
O -1.960 -0.286 -4.629
C -1.566 1.097 -4.933
O -2.457 1.976 -4.859
O -0.397 1.230 -5.215
H -1.104 -0.690 -4.476
O 1.823 -3.129 -0.988
C 2.211 -4.428 -1.046
O 2.777 -4.896 -2.167
O 2.166 -5.160 -0.124
H 2.392 -2.458 -1.505
*
```

Löwdin population analysis, charges in e, atoms 1 to 6: 0.058, -0.075, 0.024, 0.056, -0.133, 0.075